Record 1
C52H50Ge2IrN4O2PS4 as an isolated structure in a non-equilibrium geometry. Source: the Open Molecules 2025 dataset; level of theory: the ωB97M-V functional and the def2-TZVPD basis.

Each line ends with the Mulliken charge.
Positions of all 116 atoms, in Å:
Ir 11.51538 11.64319 15.33135  1.9443
Ge 16.82616 10.76684 12.66103  0.8730
Ge 15.89373 12.83492 11.51722  -0.2631
S 10.64217 13.78127 10.73098  -0.4010
S 12.03077 7.65170 13.04266  -0.1674
S 12.65716 8.89659 19.18723  -0.1272
S 13.57072 13.21126 12.38063  0.0242
P 12.16016 14.65566 11.65301  0.5897
O 9.48494 11.85309 14.66666  -0.3845
O 13.48158 11.69443 15.74471  -0.5153
N 11.51648 9.67426 14.43871  0.4099
N 11.28599 13.43713 16.00228  0.7430
N 12.12947 14.34144 16.43096  -0.3965
N 11.52916 10.18462 17.24694  -0.3756
C 14.37256 13.91969 9.24152  0.7827
C 15.17637 14.36083 18.30508  0.7025
C 11.42612 17.57925 15.06309  -0.3423
C 18.36613 11.36702 13.68832  -1.0779
C 14.27201 13.86734 7.76980  -1.1391
C 12.84374 15.70950 10.43877  -0.2698
C 9.40638 14.51922 17.22956  -0.4800
C 12.49570 17.73608 9.10424  -0.6396
C 12.72339 17.20203 14.65512  -0.3774
C 11.53589 11.44208 19.43480  -0.7082
C 11.92428 7.39972 14.74498  -0.7693
C 14.16708 15.43694 9.89640  1.9011
C 7.71217 12.54837 16.20250  -0.5728
C 14.14976 14.84544 17.47802  1.3318
C 16.72558 14.75983 13.57053  0.0546
C 7.25467 13.45728 17.13249  -0.8240
C 14.52465 16.41337 8.82872  -0.7724
C 12.43710 8.10627 17.68254  -0.6248
C 14.81298 12.05793 17.58851  -0.8419
C 14.46001 17.11715 18.25850  -0.5588
C 17.67024 15.20214 11.38822  -0.3059
C 8.95269 12.78677 15.66736  0.1629
C 15.84843 15.32755 19.11380  -0.8427
C 15.67832 13.37467 9.68084  0.0244
C 15.44807 12.94082 18.45340  -1.3120
C 11.78449 15.65325 13.09014  0.4195
C 13.71996 16.18612 17.52191  -0.7120
C 11.87623 10.30539 18.58072  0.3338
C 13.70465 17.46244 8.47394  -0.8360
C 12.14102 16.85435 10.15624  -0.6071
C 13.84749 12.52822 16.69701  0.1298
C 12.88665 16.20852 13.71163  -0.5113
C 11.52851 10.05676 11.94268  -0.0929
C 10.48780 16.08292 13.40042  0.0466
C 17.51614 9.63316 11.16313  -1.2144
C 11.73712 8.63515 15.37632  0.2966
C 15.44446 10.03962 13.89047  -0.5398
C 18.07482 16.43041 11.84251  -0.6267
C 9.92326 13.63316 16.28189  0.4106
C 17.17945 16.00909 14.05008  -0.5574
C 16.70127 13.00998 8.82697  -0.0215
C 10.36011 17.10071 14.30671  -0.9596
C 17.84402 16.84736 13.18758  -0.7658
C 11.67393 9.31208 13.17796  0.3580
C 8.86082 11.84839 13.39119  -0.7249
C 15.46663 16.67421 19.13861  -0.7708
C 16.51542 12.93990 7.46159  -0.9776
C 16.88447 14.39820 12.25403  0.1294
C 13.37829 13.93092 16.75735  0.0917
C 8.10340 14.42478 17.70516  -0.7434
C 11.80224 8.94625 16.76464  0.0987
C 15.24607 13.29076 6.97351  -0.6925
H 19.02848 11.98028 13.05392  0.3773
H 18.69175 17.01022 11.16936  0.4662
H 16.06185 17.41833 19.73431  0.3164
H 12.85820 16.42416 16.92481  0.3229
H 6.24946 13.35136 17.54243  0.4079
H 11.76943 18.48905 8.69061  0.4077
H 18.01359 12.10729 14.43420  0.2836
H 7.84571 15.14628 18.46753  0.5074
H 9.37978 17.57391 14.47018  0.4090
H 15.28767 10.73519 14.71775  -0.3110
H 11.11690 9.41928 11.14978  0.5928
H 14.06237 18.12588 7.68728  0.4421
H 11.40682 18.17016 15.99365  0.4656
H 9.39010 12.58034 12.75162  -0.1142
H 7.04712 11.80755 15.77240  0.6207
H 15.77688 9.08384 14.33242  0.4302
H 9.53855 15.66409 12.93482  0.3518
H 16.71366 15.12133 19.73052  0.4462
H 13.44842 14.33949 7.27069  0.5600
H 14.95826 15.45064 10.71390  -0.3559
H 11.26227 17.08954 10.78377  0.4279
H 10.99026 10.97690 12.10481  -0.4232
H 15.04289 13.20100 5.88336  0.3925
H 10.02199 15.38626 17.52044  0.3424
H 15.10773 11.02812 17.60554  0.7420
H 17.18259 8.56389 11.31032  0.3772
H 13.59491 13.34189 9.73664  0.3832
H 18.61488 9.60778 11.12208  0.3862
H 16.27374 12.59204 19.07164  0.4230
H 12.33089 11.67957 20.14207  0.3629
H 16.97709 16.36826 15.04948  0.6163
H 13.60703 17.67047 15.09333  0.4390
H 14.29125 18.19013 18.18364  0.4497
H 16.28085 14.03264 14.30344  0.1952
H 17.18046 10.07217 10.20897  0.3624
H 13.87063 15.80502 13.46628  -0.0329
H 12.57866 10.43815 11.64262  -0.0663
H 17.65501 12.74037 9.30763  0.4952
H 12.12590 6.48988 15.24207  0.5004
H 8.89072 10.83294 12.97076  0.2624
H 7.77209 12.17151 13.55655  0.4926
H 12.74396 7.06018 17.52948  0.3665
H 18.27020 17.80201 13.52130  0.4084
H 14.49714 9.79371 13.37384  0.0049
H 11.37302 12.33538 18.78719  -0.0904
H 10.59095 11.36947 20.00583  0.3245
H 15.52576 16.26656 8.33934  0.4889
H 17.82246 14.80644 10.39736  0.4345
H 18.92377 10.49795 14.10179  0.4354
H 17.40823 12.77919 6.86141  0.4568

Atomic forces in eV per Å
Ir -0.025 -0.839 -2.501
Ge -0.026 -0.668 -0.352
Ge -0.396 1.061 1.634
S 0.564 0.385 0.306
S -0.288 -0.780 0.560
S -0.710 0.144 -0.842
S 0.515 0.127 -0.193
P -0.988 -2.813 0.973
O -0.301 0.700 2.517
O -0.508 0.206 0.699
N 1.068 0.194 0.873
N -1.745 -0.983 -0.076
N 1.809 0.842 0.501
N 0.222 0.810 2.711
C 1.384 -0.757 -0.628
C 1.065 0.631 1.475
C 1.874 -0.225 -0.416
C 0.066 1.039 0.022
C 0.795 -0.782 -0.590
C 1.083 1.352 0.173
C 0.521 1.197 0.146
C -0.889 -0.996 0.216
C -0.261 0.153 0.492
C -0.488 1.932 -0.128
C 0.105 2.877 0.315
C 0.431 1.321 -1.178
C -0.268 0.945 -1.133
C 0.239 0.754 1.000
C -0.314 -0.120 1.635
C -0.471 0.455 2.102
C 0.814 0.122 0.689
C -0.464 -0.075 -0.458
C 0.995 1.491 1.318
C -0.469 -0.314 0.106
C -1.640 -0.573 0.981
C 2.006 -1.635 -0.230
C -0.343 0.771 0.034
C -0.117 -0.928 -0.062
C -0.023 0.100 -1.474
C -0.559 -0.214 -0.360
C 1.503 0.632 0.510
C -0.640 -1.340 -2.884
C 1.407 0.160 -0.963
C -1.022 0.783 0.032
C -0.042 -0.282 -1.035
C 0.440 0.180 -0.008
C 2.022 1.422 -0.974
C -0.738 -0.591 -1.251
C -0.396 -0.603 0.247
C -0.579 -1.195 -3.611
C 0.095 -0.602 -0.447
C 0.933 0.342 0.604
C -0.973 -0.046 -0.560
C -0.231 -0.331 -0.375
C -0.007 0.086 1.366
C -1.289 1.108 1.677
C 0.568 0.099 -1.389
C -0.219 -1.566 1.891
C -1.444 0.919 -0.354
C 0.814 -0.099 -0.789
C 0.555 0.494 0.040
C 0.184 -0.399 -0.630
C -2.549 -1.824 -0.324
C 0.497 -0.389 -1.299
C 1.740 -0.971 2.396
C -1.008 0.681 -1.021
H -0.061 -0.521 0.059
H -0.037 0.388 0.162
H -0.775 -0.936 -0.604
H 0.080 0.262 0.069
H 0.207 -0.004 -0.224
H 1.065 -0.590 0.857
H 0.316 -0.782 0.106
H -0.587 -0.196 -0.063
H 0.312 -0.642 0.126
H -0.209 -0.004 -0.294
H 0.055 0.455 0.169
H -0.195 -0.172 0.059
H -0.729 0.172 -0.934
H -0.459 -0.450 0.071
H 0.150 -0.023 0.087
H 0.191 0.347 -0.242
H 1.613 0.525 0.285
H -0.147 -0.716 0.040
H -0.566 -0.055 -0.053
H -0.893 -0.057 -0.667
H 0.323 -0.273 -0.644
H -0.429 0.169 -0.202
H 0.208 0.238 0.930
H -0.064 -0.843 0.238
H -0.159 -0.457 -0.253
H 0.139 1.195 -0.466
H -0.466 0.051 0.008
H -0.311 0.203 0.302
H -0.340 0.227 0.101
H 0.004 -0.052 -0.025
H 0.069 -0.379 0.218
H -0.323 -0.280 0.086
H -0.365 -0.256 0.088
H 0.060 0.892 -0.799
H -0.080 -0.593 0.281
H -0.048 0.365 0.030
H -1.521 -0.665 0.168
H -0.294 -0.080 -0.569
H 0.116 -0.844 0.097
H 0.008 0.384 0.254
H 1.555 -0.530 -0.501
H -0.047 0.822 0.114
H -0.404 -0.397 -0.147
H 0.356 0.440 0.272
H 0.280 -0.496 0.354
H 0.424 -0.524 -0.300
H -1.184 0.228 0.395
H 0.322 0.510 -0.296
H -0.470 0.712 -0.092
H -0.571 -0.346 -0.354

Its spin multiplicity is 5. The total charge is +2. As for the maximum force: 3.8 eV/Å. As for the energy above the lowest of the compared OMol25 structures with the same formula, charge and spin: 16.3 kcal per mole. The expectation value of S² is 6.0993. The LUMO energy (spin up / spin down) is -7.22 / -6.71 eV.

***

Record 2
One molecule with the formula C15H25NO2. Source: the Open Molecules 2025 dataset; level of theory: the ωB97M-V functional and the def2-TZVPD basis.

Each line ends with the Mulliken charge.
Positions of all 43 atoms, in Å:
O -2.24952 0.25164 1.12462  -0.6408
O 6.58553 -1.13096 0.92681  -0.5076
N 4.16159 0.09105 -0.20375  -0.0871
C 3.15671 -0.03863 -1.23784  -0.9706
C -1.14907 0.39973 0.24258  -0.2219
C -3.94891 2.41190 0.38996  -1.6110
C 5.49769 0.31624 -0.70844  -0.5537
C -4.98772 -1.67212 -0.36936  -0.5939
C -2.85888 -2.49267 0.67404  -1.6406
C -3.78031 -1.38676 0.25266  0.9680
C -4.30781 0.98158 0.11751  0.8726
C -5.84494 -0.65725 -0.75146  -0.6222
C 0.10476 0.60583 1.08507  -0.6230
C 1.78022 -0.28077 -0.62355  -0.5102
C 6.50860 0.18453 0.43032  -0.6272
C -3.44267 -0.05132 0.48456  0.2330
C 1.34712 0.89687 0.24766  -0.5427
C -5.50772 0.65970 -0.50157  -0.5850
H 1.06210 -0.44469 -1.42849  0.3404
H 0.26604 -0.28405 1.69599  0.2153
H 5.76983 -0.39375 -1.51669  0.3376
H 4.16668 -0.73976 0.38315  0.2349
H -6.18188 1.45454 -0.78706  0.4144
H -6.78102 -0.89358 -1.23566  0.3872
H -1.05271 -0.49419 -0.38777  0.2122
H 1.81776 -1.18664 -0.01376  0.2941
H -2.18893 -2.14508 1.45648  0.3305
H 3.39064 -0.85405 -1.94946  0.4327
H -5.25511 -2.70338 -0.55061  0.4167
H -1.30906 1.26544 -0.41772  0.2307
H 7.49532 0.52968 0.09124  0.3391
H -3.20059 2.46789 1.17637  0.3404
H 3.14665 0.89861 -1.80444  0.3748
H 2.17491 1.14032 0.91472  0.3619
H -0.08241 1.44043 1.76312  0.2730
H -3.54496 2.87986 -0.50885  0.2764
H -2.25924 -2.83291 -0.17151  0.2639
H 1.16325 1.76600 -0.38748  0.2378
H 6.86431 -1.71582 0.21244  0.3107
H -3.42939 -3.34205 1.04345  0.5171
H 6.18723 0.79742 1.27388  0.2959
H 5.54548 1.32749 -1.12478  0.3212
H -4.82958 2.97368 0.69366  0.5051

Atomic forces in eV per Å
O -0.449 -0.118 0.014
O -0.064 -0.545 0.096
N 0.069 -0.216 0.188
C -0.159 -0.199 -0.082
C 0.437 0.039 -0.001
C 0.068 -0.037 0.003
C 0.154 -0.031 0.306
C 0.027 0.068 0.001
C 0.040 0.066 -0.002
C 0.148 0.078 0.110
C 0.172 -0.002 0.116
C -0.092 -0.020 -0.054
C -0.231 0.120 -0.275
C 0.216 0.419 -0.093
C -0.003 0.462 -0.490
C -0.122 -0.024 -0.116
C -0.146 -0.301 0.161
C 0.051 -0.054 0.008
H -0.028 -0.118 -0.005
H 0.000 -0.034 0.076
H 0.021 0.120 0.061
H 0.011 0.056 -0.078
H -0.068 0.091 -0.013
H -0.081 -0.019 -0.033
H -0.053 0.069 0.020
H -0.049 -0.132 0.004
H 0.064 -0.078 0.031
H -0.001 0.162 0.049
H -0.023 -0.111 -0.001
H -0.009 -0.077 0.027
H -0.113 0.021 0.059
H 0.021 0.101 0.018
H -0.039 -0.047 -0.075
H -0.037 0.101 -0.044
H -0.029 -0.015 0.063
H 0.044 0.089 -0.001
H 0.079 -0.060 0.007
H 0.053 0.114 -0.030
H 0.009 0.063 0.078
H 0.005 -0.073 0.015
H 0.048 0.049 -0.084
H 0.088 -0.045 -0.044
H -0.028 0.070 0.008

The total charge is 0. As for the maximum force: 0.7 eV/Å. As for the energy above the lowest of the compared OMol25 structures with the same formula, charge and spin: 30.1 kcal per mole. As for the SMILES: Cc1cccc(C)c1OCCCCCNCCO. The LUMO energy is 0.88 eV.